The following is a quantum chemistry calculation of a structure of composition C15H21AuBN3O3S, from the OMol25 dataset.

Results
**Energy above the lowest of the compared OMol25 structures with the same formula, charge and spin**: 0.0 kcal/mol
**HOMO level**: -3.058 eV
**Net charge**: -2

Geometry as XYZ:
```
45
Properties=species:S:1:pos:R:3:mulliken_charge:R:1
Au 2.8471 -2.0015 1.3737 0.25
C -1.9384 -0.4707 1.5629 -0.88
C -2.2368 -0.8095 3.0158 -0.81
N -2.1123 -2.2367 3.3393 0.25
C -3.2082 -3.0993 2.9208 -0.95
C -2.9023 -3.8907 1.6551 -0.94
C -1.0614 -2.7391 4.0104 0.27
S -0.9625 -4.3544 4.4897 -0.46
N -0.0912 -1.8399 4.3916 -0.55
C 0.8766 -1.5457 3.5908 0.76
O 1.0180 -1.9964 2.3918 -0.85
C 1.8778 -0.5611 4.1178 0.08
C 2.2034 0.5641 3.3686 -0.20
C 3.1332 1.4737 3.8505 -0.70
C 3.7515 1.2582 5.0748 -0.40
C 3.4212 0.1387 5.8262 -0.52
C 2.4771 -0.7618 5.3541 -0.28
H -2.0291 0.6059 1.4070 0.35
H -2.6506 -0.9560 0.8922 0.28
H -0.9335 -0.7998 1.2957 0.19
H -3.2618 -0.5163 3.2587 0.42
H -1.5757 -0.2605 3.6795 0.43
H -4.0766 -2.4558 2.7646 0.34
H -3.4256 -3.7893 3.7374 0.48
H -2.7092 -3.2290 0.8113 0.25
H -3.7493 -4.5350 1.4051 0.38
H -2.0259 -4.5158 1.8182 0.27
H 1.7228 0.7398 2.4147 0.43
H 3.3766 2.3537 3.2682 0.37
H 4.4867 1.9640 5.4428 0.36
H 3.8998 -0.0336 6.7830 0.35
H 2.1932 -1.6315 5.9327 0.42
B -5.2217 5.1301 0.6037 -0.29
C -4.0742 4.0379 0.8000 0.28
N -3.2403 3.2477 0.9397 -0.61
H -4.9138 5.8597 -0.3271 -0.13
H -5.3250 5.7800 1.6331 -0.13
H -6.2723 4.5559 0.3599 -0.13
C 6.7630 -1.2097 0.1624 -0.62
O 5.5196 -1.1975 0.8499 -0.14
C 4.5643 -2.0729 0.3534 0.23
O 4.8626 -2.7604 -0.5996 -0.57
H 7.3908 -0.4743 0.6635 0.21
H 6.6392 -0.9426 -0.8887 0.25
H 7.2322 -2.1945 0.2058 0.25
```

=====

The following is a quantum chemistry calculation of a structure of composition C19H35Cl2CuO9S2, from the OMol25 dataset.

Results
**HOMO level**: -6.426 eV
**Net charge**: 0

Geometry as XYZ:
```
68
Properties=species:S:1:pos:R:3:mulliken_charge:R:1
Cu 4.6994 0.1225 -4.5270 0.60
C 0.9377 -0.1168 -1.0844 -0.41
O 1.4951 -0.1379 -2.3840 -0.69
H 0.6093 -1.1008 -0.7496 0.15
H 1.4569 0.4905 -0.3429 0.17
H 0.0316 0.4821 -1.1767 0.19
C -6.9640 -0.9971 -2.9241 -0.66
C -5.6737 -1.5688 -2.3089 -0.53
C -4.8482 -0.2150 -2.1113 -0.66
S -5.4270 1.1007 -3.2517 1.04
O -4.3364 1.4464 -4.2230 -0.65
O -6.0944 2.1823 -2.5004 -0.63
C -6.5993 -0.0585 -4.0564 -0.67
H -7.4513 -0.4394 -2.1245 0.32
H -7.6847 -1.7478 -3.2485 0.37
H -5.0907 -2.2279 -2.9522 0.31
H -5.8912 -2.0605 -1.3607 0.27
H -3.8189 -0.4506 -2.3816 0.38
H -4.7975 0.0930 -1.0670 0.37
H -5.9584 -0.6172 -4.7384 0.30
H -7.3331 0.5269 -4.6104 0.43
C -0.2832 3.7324 2.9191 -0.55
C -0.0388 4.4885 4.2522 -0.63
C 0.6737 5.8178 3.8517 -0.66
S 0.0259 6.2910 2.2067 1.06
O 1.2027 6.3400 1.3110 -0.65
O -0.9352 7.3762 2.1861 -0.64
C -0.7543 4.6839 1.8238 -0.71
H -1.0405 2.9551 3.0211 0.35
H 0.6331 3.1973 2.6697 0.29
H 0.5222 3.9105 4.9865 0.34
H -1.0123 4.6333 4.7206 0.30
H 1.7326 5.6295 3.6748 0.34
H 0.5867 6.6304 4.5730 0.41
H -0.6327 4.4336 0.7700 0.42
H -1.7759 5.0179 2.0052 0.32
O 4.2980 -3.8850 -0.0901 -0.60
C 5.0768 -3.4968 0.7835 0.47
O 6.4292 -3.6543 0.6520 -0.36
C 7.0977 -3.3401 1.8683 -0.39
C 6.0831 -2.3945 2.5689 -0.57
C 4.6927 -2.8717 2.1034 -0.22
H 8.1385 -3.0507 1.7234 0.33
H 7.2599 -4.2505 2.4454 0.23
H 6.2814 -1.3465 2.3440 0.28
H 6.1402 -2.4286 3.6569 0.32
H 4.0811 -1.9722 2.0334 0.24
H 4.2742 -3.6939 2.6838 0.28
O -3.8865 -7.6373 1.1058 -0.59
C -3.3804 -6.5912 0.7807 0.55
O -3.1415 -5.6436 1.6785 -0.33
C -2.4390 -4.6087 1.0308 -0.34
C -1.7537 -5.2843 -0.1731 -0.48
C -2.9126 -6.1895 -0.5992 -0.39
H -1.8224 -3.9775 1.6707 0.33
H -3.2045 -3.9470 0.6256 0.16
H -0.9148 -5.8807 0.1857 0.28
H -1.4355 -4.6292 -0.9841 0.32
H -2.6649 -7.0000 -1.2847 0.29
H -3.7372 -5.6642 -1.0810 0.18
Cl 6.2459 2.3465 -1.7137 -0.21
C 5.8576 4.1575 -1.6808 -0.43
C 4.4599 4.4107 -2.3085 -0.43
Cl 4.4325 4.2126 -4.0561 -0.19
H 6.6134 4.7588 -2.1861 0.33
H 5.8992 4.3672 -0.6120 0.30
H 4.1966 5.4427 -2.0768 0.29
H 3.5702 3.8989 -1.9418 0.33
```

=====

The following is a quantum chemistry calculation of an isolated molecule of C8H9IN2, from the OMol25 dataset.

Results
**Energy above the lowest of the compared OMol25 structures with the same formula, charge and spin**: 0.0 kcal/mol
**HOMO level**: -9.244 eV
**Structure (SMILES)**: [H]/N=N/[C@H](I)Cc1ccccc1
**Net charge**: 0

Geometry as XYZ:
```
20
Properties=species:S:1:pos:R:3:mulliken_charge:R:1
C -1.3516 -0.1501 2.4203 -0.64
C -0.1393 -0.7859 2.3776 -0.23
C -2.0489 -0.0673 1.1963 -0.43
C 0.4756 -1.1627 1.1935 -0.55
C -1.3863 -0.2017 0.0227 -0.51
C -0.0680 -0.7394 -0.0238 0.65
C 0.6444 -0.8406 -1.4338 -1.19
C 1.4025 0.4275 -1.7150 -0.17
N 0.9007 2.5362 -1.1488 -0.54
N 0.5736 1.5975 -1.8937 -0.07
I 2.4782 0.1317 -3.4992 0.08
H -1.8677 0.0785 3.3817 0.31
H 0.4489 -1.1179 3.1723 0.39
H -3.0523 0.2828 1.0930 0.37
H 1.4554 -1.6377 1.1718 0.29
H -1.9712 0.0962 -0.7855 0.38
H 1.3682 -1.6702 -1.1960 0.42
H -0.0963 -0.9385 -2.1229 0.57
H 2.0272 0.8289 -0.8154 0.60
H 0.2070 3.3327 -1.3951 0.27
```

=====

The following is a quantum chemistry calculation of a structure of composition C12H14N, from the OMol25 dataset.

Results
**Energy above the lowest of the compared OMol25 structures with the same formula, charge and spin**: 35.1 kcal/mol
**Multiplicity**: 3
**HOMO level (alpha / beta)**: -10.271 / -13.032 eV
**Net charge**: +1

Geometry as XYZ:
```
27
Properties=species:S:1:pos:R:3:mulliken_charge:R:1
C 1.4871 -2.1292 1.6824 -0.74
C 1.5140 -0.9517 2.3541 -0.29
C 0.9423 -2.0685 0.4517 -0.55
C 1.0464 0.2786 1.9328 -0.97
C 0.2674 -0.9059 0.0694 0.50
C 0.2837 0.2555 0.8048 0.01
C 0.3458 0.3078 -1.9649 -0.77
C 0.5051 1.4271 -1.2585 -0.87
C -0.4380 -0.6854 -1.2138 1.26
C -0.2947 1.4091 0.0242 1.51
C -1.0932 -1.7937 -1.8769 -1.37
C -0.5812 2.7914 0.6733 -1.57
N -1.4930 0.6809 -0.4823 -0.50
H 2.0481 -3.0094 2.1035 0.37
H 1.8968 -0.9848 3.3401 0.40
H 0.7496 -2.8820 -0.1632 0.51
H 1.0269 0.9612 2.7977 0.31
H 0.6521 0.2582 -2.9829 0.49
H 0.9482 2.3739 -1.5905 0.42
H -2.1278 -1.6884 -1.9700 0.31
H -0.9585 -2.6760 -1.1961 0.37
H -0.6690 -1.8804 -2.8729 0.36
H 0.3963 3.3417 0.6158 0.35
H -0.9507 2.7255 1.6860 0.39
H -1.2110 3.3657 -0.0218 0.40
H -2.0867 1.1818 -1.1532 0.34
H -2.2059 0.2971 0.2110 0.35
```

=====

The following is a quantum chemistry calculation of an isolated molecule of CH2OS2, from the OMol25 dataset.

Results
**Energy above the lowest of the compared OMol25 structures with the same formula, charge and spin**: 14.7 kcal/mol
**HOMO level**: -9.178 eV
**Structure (SMILES)**: OC(=S)S
**Net charge**: 0

Geometry as XYZ:
```
6
Properties=species:S:1:pos:R:3:mulliken_charge:R:1
C 0.0760 0.1529 0.6517 0.46
H 0.9124 -0.7296 -0.8433 0.29
H -0.6632 0.0794 -1.6385 0.08
O 1.1119 -0.4829 0.1321 -0.39
S -1.2516 0.4976 -0.5022 -0.16
S -0.1855 0.4825 2.2002 -0.29
```

=====

The following is a quantum chemistry calculation of a structure of composition C29H28FN4O6Rh, from the OMol25 dataset.

Results
**Energy above the lowest of the compared OMol25 structures with the same formula, charge and spin**: 0.0 kcal/mol
**HOMO level**: -12.967 eV
**Net charge**: +2

Geometry as XYZ:
```
69
Properties=species:S:1:pos:R:3:mulliken_charge:R:1
Rh -3.3535 0.2844 0.1383 0.66
F 3.1171 -1.8765 0.2144 -0.35
C 2.6816 -0.6020 0.0770 0.76
C 1.3515 -0.3488 0.2017 -1.50
C 0.8843 0.9706 0.1272 0.38
C -0.5339 1.2515 0.2409 2.20
O -1.3263 0.3001 0.5150 -1.18
C -0.9232 2.6007 0.0921 -0.41
C 0.0398 3.5645 -0.0625 -0.34
N 1.3529 3.3165 -0.1181 0.25
C 2.2806 4.4231 -0.2899 -0.33
C 3.2339 4.7430 0.8236 -0.36
C 2.0808 5.6556 0.5336 -0.99
C 1.8095 2.0063 -0.0578 -0.56
C 3.1700 1.7141 -0.2168 -0.38
C 3.6336 0.4123 -0.1554 -0.22
N 4.9960 0.1453 -0.3427 0.08
C 6.0081 0.9103 0.3537 -0.64
C 6.5934 0.1105 1.5139 -0.82
N 7.1392 -1.1920 0.9850 -0.12
C 6.0863 -1.9855 0.2481 -0.62
C 5.5137 -1.1066 -0.8547 -0.92
C -2.3402 3.0773 0.1563 0.30
O -2.5902 4.2235 0.4314 -0.59
O -3.2829 2.2052 -0.1507 -0.69
H 0.6534 -1.1551 0.3815 0.66
H -0.2603 4.6017 -0.1286 0.72
H 2.6194 4.5401 -1.3117 0.41
H 4.2307 5.0624 0.5528 0.30
H 3.1673 4.1435 1.7218 0.23
H 2.2693 6.6056 0.0564 0.27
H 1.2689 5.6614 1.2476 0.36
H 3.8618 2.5130 -0.4362 0.88
H 5.5976 1.8352 0.7505 0.40
H 6.8091 1.1825 -0.3441 0.33
H 5.8249 -0.1482 2.2414 0.35
H 7.4058 0.6363 2.0127 0.45
H 7.5264 -1.7468 1.7496 0.35
H 7.9148 -0.9941 0.3472 0.38
H 5.3280 -2.2560 0.9792 0.44
H 6.5591 -2.8852 -0.1416 0.36
H 4.7553 -1.6558 -1.4030 0.47
H 6.3122 -0.8705 -1.5700 0.37
C -8.1357 0.4897 -0.2223 -0.06
C -7.5103 -0.6921 0.1447 -0.89
C -6.1474 -0.6917 0.3432 -0.17
N -5.4007 0.4181 0.2047 -0.02
C -6.0075 1.5654 -0.1420 0.02
C -7.3709 1.6351 -0.3520 -0.86
H -9.2024 0.5158 -0.3990 0.42
H -8.0669 -1.6081 0.2793 0.40
H -5.6309 -1.5826 0.6668 0.69
H -5.3694 2.4307 -0.2345 0.47
H -7.8139 2.5825 -0.6219 0.42
O -2.5720 -4.1715 1.3993 -0.48
C -3.1076 -4.5049 0.2057 1.07
C -3.3004 -5.8284 -0.1758 -0.86
C -3.8298 -6.1234 -1.4180 -0.45
C -4.1704 -5.1119 -2.3135 -0.83
C -3.9836 -3.7995 -1.9421 -0.45
C -3.4630 -3.4793 -0.6805 0.12
C -3.3751 -2.0759 -0.3215 1.68
O -3.4414 -1.1441 -1.2158 -0.77
O -3.3197 -1.5970 0.8540 -0.72
H -2.4054 -4.9702 1.9134 0.32
H -3.0349 -6.6248 0.5094 0.32
H -3.9808 -7.1589 -1.6929 0.41
H -4.5793 -5.3534 -3.2837 0.43
H -4.2459 -2.9933 -2.6140 0.46
```